Record 1
79
Properties=species:S:1:pos:R:3:mulliken_charge:R:1 method="wB97M-V/def2-TZVPD" homo_lumo_gap_ev=4.03 homo_ev=-3.117 spin_multiplicity=1 total_charge=-1 e_tot_ev=-105927.8587
C -1.41 9.22 2.29 -0.58
C -2.72 9.65 1.38 -0.32
C -2.85 8.75 0.01 -0.43
Cl -3.69 7.11 0.23 -0.29
In -0.74 8.60 -0.88 0.51
P -0.41 10.83 -2.15 0.23
N -1.69 10.78 -3.40 -0.73
O -0.73 12.05 -0.94 -0.53
H -1.67 9.49 3.41 0.30
H -1.24 8.06 2.16 0.01
H -0.42 9.75 1.92 0.19
H -2.52 10.77 1.03 0.13
H -3.74 9.55 1.95 0.30
H -3.52 9.39 -0.75 0.17
H -0.59 7.24 -2.09 -0.30
H 0.52 8.35 0.40 -0.39
H -1.66 9.79 -3.77 0.29
H -2.61 10.80 -2.86 0.26
H -1.67 12.39 -0.99 0.27
C -1.77 3.01 -1.37 -0.32
C -1.50 2.78 -2.81 0.54
O -1.01 4.02 -3.26 -0.30
C -0.41 4.58 -2.18 0.44
O 0.37 5.52 -2.23 -0.57
O -0.77 3.95 -1.02 -0.23
F -2.65 2.51 -3.48 -0.35
H -2.76 3.46 -1.18 0.28
H -1.68 2.10 -0.77 0.23
H -0.77 2.00 -3.01 0.22
C -0.41 -2.10 -4.15 -0.22
C -1.87 -2.18 -3.86 0.18
O -1.98 -1.61 -2.58 -0.27
C -0.97 -0.71 -2.50 0.65
O -0.90 0.18 -1.67 -0.59
O -0.03 -0.91 -3.48 -0.31
F -2.27 -3.47 -3.79 -0.20
H 0.16 -2.94 -3.74 0.19
H -0.20 -2.03 -5.22 0.30
H -2.50 -1.64 -4.57 0.24
C -0.72 4.66 3.56 -0.32
C 0.33 5.70 3.76 0.36
O 0.99 5.28 4.93 -0.30
C 0.86 3.92 4.94 0.61
O 1.53 3.18 5.64 -0.56
O -0.10 3.49 4.07 -0.31
F -0.22 6.91 4.00 -0.26
H -1.63 4.87 4.13 0.26
H -0.99 4.53 2.51 0.20
H 1.05 5.77 2.94 0.32
C -2.75 -7.42 -1.40 -0.46
C -2.49 -7.66 -2.85 0.29
O -1.99 -6.42 -3.30 -0.28
C -1.39 -5.86 -2.21 0.76
O -0.61 -4.92 -2.27 -0.51
O -1.75 -6.49 -1.05 -0.32
F -3.63 -7.92 -3.51 -0.29
H -3.74 -6.98 -1.22 0.31
H -2.66 -8.34 -0.81 0.28
H -1.75 -8.44 -3.05 0.30
C 2.72 -6.25 -0.12 -0.47
C 2.00 -7.20 -1.02 0.71
O 2.35 -8.47 -0.51 -0.32
C 2.57 -8.27 0.82 0.63
O 2.63 -9.16 1.65 -0.57
O 2.72 -6.94 1.12 -0.31
F 2.46 -7.11 -2.29 -0.30
H 3.75 -6.08 -0.43 0.28
H 2.21 -5.29 -0.04 0.29
H 0.91 -7.09 -1.01 -0.01
C 4.72 -10.49 4.94 -0.44
C 5.30 -9.72 3.80 0.53
O 6.60 -10.26 3.66 -0.30
C 6.49 -11.55 4.10 0.63
O 7.32 -12.41 3.88 -0.54
O 5.34 -11.75 4.80 -0.31
F 5.42 -8.41 4.11 -0.29
H 4.99 -10.06 5.91 0.28
H 3.64 -10.57 4.87 0.26
H 4.76 -9.84 2.86 0.18


Record 2
101
Properties=species:S:1:pos:R:3:mulliken_charge:R:1 method="wB97M-V/def2-TZVPD" homo_lumo_gap_ev=6.75 homo_ev=-10.365 spin_multiplicity=1 total_charge=+1 e_tot_ev=-230298.7365
Ti -0.80 -0.56 0.25 -1.50
Br -0.66 -7.52 0.38 -0.15
C -1.15 -5.69 0.42 -0.28
C -1.59 -5.12 1.62 -0.58
C -1.95 -3.80 1.67 -0.43
C -1.83 -2.97 0.54 0.44
O -2.21 -1.70 0.58 -0.84
C -1.34 -3.55 -0.66 -0.19
C -1.15 -2.71 -1.81 0.11
N -0.95 -1.45 -1.67 1.36
C -1.02 -0.50 -2.69 -0.79
C -0.55 -0.59 -3.98 -0.22
C -0.77 0.47 -4.88 -0.90
C -1.52 1.56 -4.52 -0.97
C -2.05 1.65 -3.21 1.13
C -2.89 2.70 -2.77 -1.04
C -3.41 2.64 -1.51 -0.91
C -3.02 1.61 -0.64 -0.32
N -2.17 0.67 -0.98 0.87
C -1.74 0.65 -2.28 0.41
C -1.05 -4.93 -0.72 -0.61
H -1.66 -5.74 2.51 0.48
H -2.29 -3.35 2.59 0.51
H -1.25 -3.14 -2.80 0.48
H 0.00 -1.46 -4.30 0.46
H -0.36 0.41 -5.88 0.45
H -1.72 2.35 -5.22 0.45
H -3.13 3.51 -3.44 0.48
H -4.10 3.40 -1.15 0.51
H -3.44 1.55 0.36 0.49
H -0.72 -5.37 -1.65 0.58
O 2.90 -4.75 -0.86 -0.66
C 3.03 -4.25 0.41 0.49
C 3.84 -4.97 1.27 -0.74
C 4.05 -4.53 2.56 -0.52
C 3.44 -3.37 3.02 -1.17
C 2.63 -2.65 2.16 -0.13
C 2.43 -3.07 0.85 0.55
C 1.57 -2.23 -0.07 0.60
O 0.53 -1.60 0.57 0.26
N 2.45 -1.24 -0.70 0.24
N 1.93 -0.14 -1.29 0.22
C 2.65 0.36 -2.23 -0.74
C 2.51 1.67 -2.82 0.41
Br 1.78 3.03 -1.70 -0.11
C 2.97 2.05 -4.02 -1.07
C 3.52 1.18 -5.06 0.53
C 4.45 1.73 -5.95 -0.66
C 5.00 0.97 -6.97 -0.60
C 4.61 -0.35 -7.14 -0.45
C 3.66 -0.90 -6.28 -0.78
C 3.13 -0.14 -5.25 0.16
H 2.18 -4.32 -1.33 0.30
H 4.30 -5.89 0.90 0.48
H 4.69 -5.10 3.22 0.40
H 3.60 -3.03 4.03 0.46
H 2.12 -1.76 2.50 0.25
H 1.15 -2.87 -0.86 -0.46
H 3.28 -1.63 -1.13 0.40
H 3.51 -0.21 -2.60 0.61
H 2.95 3.10 -4.25 0.41
H 4.76 2.76 -5.83 0.43
H 5.72 1.41 -7.64 0.39
H 5.02 -0.95 -7.94 0.40
H 3.33 -1.92 -6.42 0.41
H 2.36 -0.57 -4.62 0.35
C -4.68 4.81 4.20 -1.57
C -3.89 3.54 4.10 0.54
C -2.68 3.39 4.77 -0.59
C -1.93 2.22 4.68 0.85
C -0.67 2.11 5.50 -2.22
C -2.38 1.19 3.83 1.02
C -1.46 0.07 3.64 -1.30
O -1.19 -0.52 2.60 0.23
C -3.64 1.30 3.20 1.03
C -4.29 0.12 2.52 -1.13
C -4.36 2.47 3.34 -0.86
H -4.34 5.42 5.04 0.38
H -5.74 4.59 4.33 0.39
H -4.57 5.40 3.29 0.30
H -2.32 4.19 5.40 0.38
H -0.34 3.09 5.83 0.42
H 0.15 1.65 4.96 0.45
H -0.87 1.51 6.39 0.40
H -0.90 -0.23 4.54 0.54
H -3.65 -0.36 1.80 -0.01
H -4.55 -0.63 3.27 0.36
H -5.22 0.42 2.03 0.39
H -5.34 2.55 2.88 0.45
N 2.05 5.23 4.04 -0.54
C 1.65 4.40 3.35 -0.40
C 1.12 3.35 2.53 0.50
C -0.14 3.50 1.95 -0.92
C -0.69 2.46 1.23 0.15
C -0.04 1.24 1.03 2.23
C 1.24 1.14 1.60 -0.71
C 1.81 2.16 2.34 -0.99
H -0.68 4.43 2.07 0.56
H -1.66 2.65 0.80 0.05
H 1.83 0.25 1.45 -0.04
H 2.80 2.04 2.76 0.56


Record 3
43
Properties=species:S:1:pos:R:3:mulliken_charge:R:1 method="wB97M-V/def2-TZVPD" homo_lumo_gap_ev=7.87 homo_ev=-7.855 smiles=CNC[C@H]1[C@H]2CC[C@H](C2)[C@@H]1c1ccc2cc(F)ccc2c1 spin_multiplicity=1 total_charge=0 e_tot_ev=-24265.6247
C 4.83 1.04 1.30 -0.85
N 3.88 -0.03 1.28 -0.26
C 2.48 0.42 1.11 -1.13
C 1.49 -0.80 1.38 -0.03
C 1.58 -1.70 2.62 -0.27
C 1.45 -0.99 3.91 -0.89
C -0.05 -0.52 3.88 -1.14
C -0.62 -1.22 2.58 0.12
C 0.26 -2.41 2.52 -1.00
C 0.02 -0.36 1.40 -0.16
C -0.83 -0.44 0.15 -0.34
C -0.74 -1.55 -0.69 -0.45
C -1.64 -1.68 -1.79 -1.36
C -2.76 -0.75 -1.94 0.93
C -3.73 -0.99 -2.87 -0.60
C -4.92 -0.25 -2.82 0.33
F -5.89 -0.62 -3.69 -0.31
C -5.09 0.84 -2.00 -0.62
C -4.05 1.15 -0.98 -0.61
C -2.90 0.32 -1.02 0.49
C -1.98 0.42 0.04 -0.56
H 4.76 1.64 0.34 0.29
H 4.57 1.88 2.07 0.28
H 5.90 0.78 1.53 0.32
H 3.98 -0.58 2.15 0.25
H 2.34 0.71 0.02 0.47
H 2.25 1.35 1.60 0.40
H 1.57 -1.41 0.49 0.42
H 2.42 -2.42 2.63 0.60
H 1.55 -1.81 4.65 0.38
H 2.23 -0.26 3.98 0.46
H -0.09 0.58 3.74 0.32
H -0.50 -0.69 4.80 0.47
H -1.71 -1.37 2.36 0.51
H 0.20 -2.94 1.55 0.31
H 0.06 -3.17 3.30 0.41
H 0.07 0.66 1.68 0.77
H -0.02 -2.34 -0.57 0.29
H -1.48 -2.56 -2.46 0.27
H -3.58 -1.91 -3.30 0.45
H -6.02 1.29 -2.11 0.48
H -4.01 2.00 -0.24 0.32
H -2.29 1.07 0.89 0.26


Record 4
216
Properties=species:S:1:pos:R:3:mulliken_charge:R:1 method="wB97M-V/def2-TZVPD" homo_lumo_gap_ev=8.56 homo_ev=-8.295 smiles=COCCNCCOC.COCCNCCOC.COCCNCCOC.COCCNCCOC.COCCNCCOC.COCCNCCOC.COCCNCCOC.COCCNCCOC.COCCNCCOC spin_multiplicity=1 total_charge=0 e_tot_ev=-108438.5483
C 1.21 -5.65 3.37 -1.25
O 0.37 -4.69 2.76 -0.17
C 1.04 -3.57 2.25 -0.34
C 0.08 -2.67 1.48 -0.95
N 0.68 -1.35 1.36 1.10
C -0.28 -0.30 0.99 -0.83
C -0.21 -0.10 -0.51 0.13
O -1.03 0.99 -0.87 -0.43
C -1.14 1.19 -2.29 0.04
H 1.57 -6.34 2.59 0.34
H 0.63 -6.24 4.07 0.38
H 2.15 -5.28 3.79 0.47
H 1.91 -3.81 1.62 0.39
H 1.56 -3.02 3.05 0.14
H -0.96 -2.69 1.81 0.25
H 0.19 -3.14 0.49 0.23
H 1.32 -1.08 2.08 -0.68
H 0.03 0.59 1.56 0.22
H -1.33 -0.46 1.26 0.13
H -0.60 -0.99 -1.04 0.33
H 0.83 0.03 -0.81 -0.09
H -0.53 0.54 -2.91 -0.14
H -1.03 2.26 -2.47 0.03
H -2.19 0.95 -2.45 0.24
C -4.83 1.13 -4.03 -0.43
O -4.97 1.72 -5.30 -0.02
C -6.26 2.21 -5.63 -0.92
C -6.54 3.54 -4.94 -0.52
N -5.52 4.53 -5.33 -0.24
C -5.56 5.67 -4.40 -0.25
C -6.85 6.47 -4.48 -0.67
O -6.52 7.80 -4.11 -0.33
C -7.68 8.54 -3.86 -0.78
H -4.88 1.90 -3.25 0.29
H -3.86 0.64 -3.99 -0.17
H -5.60 0.39 -3.78 0.38
H -7.00 1.46 -5.33 0.36
H -6.26 2.36 -6.71 0.33
H -6.73 3.35 -3.87 0.34
H -7.48 3.94 -5.34 0.47
H -4.66 4.01 -5.22 0.00
H -4.76 6.38 -4.65 0.28
H -5.33 5.29 -3.40 0.34
H -7.60 6.04 -3.81 0.37
H -7.30 6.36 -5.47 0.33
H -7.47 9.62 -3.85 0.27
H -8.09 8.35 -2.86 0.31
H -8.49 8.42 -4.58 0.31
C 0.81 -3.28 6.27 -0.42
O -0.46 -3.39 5.70 -0.29
C -1.08 -2.16 5.34 0.63
C -2.51 -2.38 4.99 -1.16
N -2.60 -3.18 3.74 0.45
C -3.91 -3.77 3.48 -0.49
C -3.78 -5.00 2.60 -0.69
O -3.48 -6.20 3.30 -0.47
C -2.18 -6.30 3.84 -0.57
H 1.44 -4.08 5.87 0.13
H 0.75 -3.28 7.36 0.35
H 1.33 -2.34 6.03 0.00
H -0.51 -1.64 4.56 -0.18
H -1.08 -1.61 6.30 0.34
H -3.06 -1.47 4.73 0.23
H -3.12 -2.86 5.77 0.45
H -1.81 -3.81 3.70 -0.30
H -4.40 -3.02 2.85 0.35
H -4.50 -4.03 4.36 0.27
H -3.11 -4.91 1.73 0.28
H -4.73 -5.24 2.12 0.36
H -1.96 -5.55 4.60 0.32
H -1.48 -6.20 3.01 0.21
H -2.01 -7.29 4.26 0.38
C 1.32 -0.22 8.67 -0.72
O 2.06 -0.05 7.49 -0.37
C 1.45 0.84 6.58 -0.27
C 2.32 1.18 5.39 -0.82
N 2.21 0.14 4.36 0.51
C 3.29 0.30 3.37 0.33
C 4.65 -0.25 3.78 -0.30
O 5.73 -0.06 2.89 -0.42
C 5.55 -0.56 1.57 -0.43
H 1.97 -0.72 9.38 0.25
H 0.39 -0.79 8.52 0.23
H 1.05 0.75 9.12 0.34
H 1.06 1.74 7.07 0.58
H 0.54 0.33 6.22 -0.04
H 3.37 1.39 5.64 0.46
H 1.96 2.14 5.00 0.40
H 2.35 -0.77 4.81 -0.28
H 3.36 1.31 2.97 0.47
H 2.93 -0.29 2.52 -0.78
H 4.53 -1.31 4.07 0.33
H 5.02 0.27 4.67 0.27
H 5.71 -1.65 1.47 0.29
H 6.27 0.02 0.99 0.35
H 4.54 -0.40 1.20 -0.02
C 2.55 7.81 -9.35 -0.73
O 2.06 7.72 -8.04 -0.35
C 1.68 6.38 -7.73 -0.21
C 1.23 6.29 -6.29 -0.42
N 1.14 4.89 -5.88 -0.08
C 1.09 4.65 -4.46 -0.89
C -0.22 4.79 -3.71 0.48
O -0.60 6.14 -3.63 -0.45
C -1.99 6.35 -3.55 -0.78
H 1.72 7.63 -10.07 0.29
H 3.25 7.02 -9.63 0.29
H 2.89 8.83 -9.52 0.27
H 2.58 5.78 -7.88 0.31
H 0.92 6.04 -8.45 0.17
H 0.32 6.85 -6.04 0.19
H 2.05 6.77 -5.74 0.32
H 0.35 4.50 -6.38 0.00
H 1.81 5.32 -3.98 0.48
H 1.40 3.61 -4.31 -0.02
H -0.13 4.29 -2.73 0.47
H -0.96 4.19 -4.27 -0.34
H -2.53 5.70 -2.86 0.39
H -2.48 6.14 -4.51 0.18
H -2.11 7.40 -3.29 0.37
C 6.21 -4.70 -0.48 -0.83
O 5.50 -3.66 -1.11 -0.29
C 4.13 -3.95 -1.34 -0.69
C 3.37 -2.63 -1.44 0.29
N 3.66 -1.80 -2.58 -0.27
C 2.74 -0.66 -2.65 -0.30
C 2.95 0.16 -3.89 0.01
O 2.94 -0.66 -5.02 -0.36
C 2.74 -0.02 -6.26 -0.62
H 5.75 -5.08 0.44 0.30
H 7.19 -4.31 -0.21 0.25
H 6.31 -5.53 -1.19 0.35
H 3.73 -4.54 -0.52 0.35
H 4.10 -4.45 -2.32 0.37
H 3.68 -2.13 -0.52 -0.41
H 2.29 -2.83 -1.34 0.30
H 3.60 -2.29 -3.46 0.30
H 2.94 0.02 -1.80 0.17
H 1.75 -1.02 -2.33 0.01
H 3.91 0.68 -3.77 0.45
H 2.15 0.92 -3.90 -0.09
H 1.90 0.67 -6.27 0.14
H 2.74 -0.80 -7.02 0.21
H 3.64 0.58 -6.47 0.36
C -8.91 1.55 2.66 -0.67
O -7.80 0.85 2.15 -0.35
C -6.75 1.66 1.64 -0.42
C -5.77 1.92 2.78 -0.42
N -4.52 2.49 2.28 -0.20
C -3.72 3.19 3.26 -1.03
C -3.49 2.40 4.57 -0.39
O -3.02 1.07 4.29 -0.22
C -1.64 1.08 3.93 -0.34
H -9.49 2.06 1.89 0.28
H -8.64 2.32 3.40 0.29
H -9.53 0.83 3.19 0.24
H -7.08 2.58 1.14 0.31
H -6.31 1.06 0.84 0.22
H -5.67 1.02 3.39 0.20
H -6.19 2.66 3.47 0.30
H -3.99 1.70 1.92 0.24
H -4.23 4.13 3.51 0.40
H -2.74 3.45 2.87 0.38
H -4.42 2.33 5.14 0.37
H -2.74 2.85 5.22 0.34
H -1.58 0.04 3.57 -0.40
H -0.95 1.36 4.71 0.36
H -1.44 1.58 2.97 0.33
C 8.98 -4.73 11.14 -0.73
O 8.82 -5.88 10.34 -0.31
C 7.96 -5.67 9.24 -0.50
C 8.14 -6.82 8.26 -0.55
N 7.16 -6.73 7.18 -0.31
C 7.52 -7.64 6.10 -0.53
C 6.39 -7.75 5.08 -0.63
O 5.38 -8.58 5.57 -0.33
C 4.21 -8.55 4.78 -0.48
H 7.99 -4.41 11.51 0.31
H 9.58 -3.98 10.63 0.30
H 9.48 -5.01 12.07 0.25
H 8.03 -4.68 8.76 0.37
H 6.93 -5.68 9.64 0.30
H 8.15 -7.80 8.75 0.32
H 9.09 -6.60 7.78 0.24
H 6.21 -6.87 7.49 0.25
H 7.69 -8.66 6.47 0.28
H 8.38 -7.25 5.56 0.37
H 6.88 -8.04 4.14 0.40
H 6.02 -6.74 4.86 0.34
H 4.44 -9.04 3.82 0.32
H 3.91 -7.53 4.52 0.06
H 3.46 -9.15 5.29 0.28
C -1.06 3.54 -11.22 -0.88
O -1.03 3.80 -9.85 -0.19
C -2.28 3.55 -9.24 -0.96
C -2.11 3.72 -7.73 -0.12
N -1.23 2.72 -7.14 0.29
C -1.96 1.74 -6.34 -0.61
C -1.01 0.62 -5.93 -0.06
O -1.69 -0.27 -5.06 -0.22
C -0.98 -1.52 -4.91 -0.80
H -1.24 2.47 -11.45 0.33
H -0.16 3.84 -11.74 0.23
H -1.87 4.03 -11.78 0.33
H -2.60 2.52 -9.38 0.33
H -3.00 4.31 -9.57 0.50
H -3.14 3.62 -7.35 -0.14
H -1.87 4.75 -7.45 0.43
H -0.71 2.28 -7.89 0.17
H -2.85 1.34 -6.84 0.15
H -2.30 2.21 -5.42 0.02
H -0.10 0.95 -5.42 -0.11
H -0.66 0.11 -6.84 0.60
H -0.98 -1.75 -3.85 0.20
H 0.07 -1.44 -5.21 0.31
H -1.52 -2.21 -5.55 0.27


no.,strongest force on any atom (eV/Å)
1,3.9
2,1.7
3,4.3
4,2.5